w:
DFT (ωB97M-V with the def2-TZVPD basis set) results for an isolated molecule of C4H12N2S.

Output
SMILES string: C[C@@H](CS)NCN
Kohn-Sham gap, Ha: 0.3665
HOMO energy, Eh: -0.3332
E_LUMO, eV: 0.907

Last column: natural (NBO) charge in e.
CARTESIAN COORDINATES (ANGSTROEM)
C -1.192 -1.058 -0.617  -0.64
C -0.415 0.158 -0.334  -0.06
C -1.183 1.439 -0.637  -0.48
S -1.644 1.560 -2.414  -0.08
N 0.275 0.363 1.034  -0.61
C 1.048 -0.823 1.570  -0.07
N 2.607 -0.761 1.135  -0.89
H -1.187 -1.806 0.162  0.22
H -0.667 -1.410 -1.430  0.22
H -2.231 -0.767 -0.973  0.22
H 0.424 0.234 -1.033  0.16
H -0.818 2.339 -0.199  0.23
H -2.100 1.432 -0.231  0.20
H -1.580 2.892 -2.309  0.13
H 1.179 0.863 0.690  0.37
H 0.322 -1.628 1.490  0.18
H 1.283 -0.590 2.586  0.19
H 2.561 -0.970 0.133  0.34
H 3.320 -1.467 1.377  0.38


x:
DFT (ωB97M-V with the def2-TZVPD basis set) results for an isolated molecule of C4H12N2S.

Output
SMILES string: CN[C@H](CN)CS
Kohn-Sham gap, Ha: 0.3495
HOMO energy, Eh: -0.3133
E_LUMO, eV: 0.987

Last column: natural (NBO) charge in e.
CARTESIAN COORDINATES (ANGSTROEM)
C -0.249 -0.894 2.103  -0.41
N 0.729 -0.959 1.025  -0.65
C 0.515 -0.081 -0.128  -0.07
C -0.030 1.298 0.214  -0.22
N 0.104 2.166 -0.937  -0.87
C -0.435 -0.859 -1.100  -0.52
S -0.346 -0.586 -2.925  -0.06
H -0.310 0.053 2.670  0.16
H -1.242 -0.996 1.670  0.19
H 0.000 -1.672 2.822  0.20
H 1.663 -1.076 1.366  0.37
H 1.466 0.053 -0.649  0.21
H 0.619 1.655 1.027  0.18
H -1.056 1.227 0.588  0.17
H -0.464 2.984 -1.049  0.38
H 0.328 1.680 -1.768  0.38
H -0.376 -1.918 -0.891  0.24
H -1.448 -0.496 -0.894  0.21
H 0.534 -1.579 -3.145  0.12


Sorted by energy, starting with the most stable: x, w.


w:
DFT (ωB97M-V with the def2-TZVPD basis set) results for a cluster of 2 separate species, C5H16NO in total.

Output
Kohn-Sham gap, Ha: 0.4320
HOMO energy, Eh: -0.5470
E_LUMO, eV: -3.130
Charge: +1

Last column: natural (NBO) charge in e.
CARTESIAN COORDINATES (ANGSTROEM)
C -0.562 -1.527 0.791  -0.67
C -0.222 -0.128 0.572  -0.02
C 0.973 0.182 -0.368  -0.49
C 1.396 1.652 -0.605  -0.44
C 0.290 2.832 -0.549  -0.64
N 0.170 0.523 1.908  -0.69
H -1.320 -1.687 1.573  0.24
H -0.935 -1.868 -0.265  0.31
H 0.407 -2.060 1.092  0.21
H -1.082 0.438 0.183  0.23
H 0.583 -0.142 -1.306  0.25
H 1.627 -0.744 -0.185  0.24
H 1.816 1.852 -1.595  0.25
H 2.294 1.939 0.051  0.21
H 0.956 3.582 -1.027  0.24
H -0.060 3.113 0.457  0.19
H -0.655 2.785 -1.190  0.23
H 0.534 -0.081 2.660  0.44
H 1.030 0.909 1.553  0.44
H -0.291 1.293 2.270  0.43
H -2.315 -2.769 -2.269  0.48
H -1.380 -3.844 -1.969  0.48
O -1.706 -3.055 -1.553  -0.94


x:
DFT (ωB97M-V with the def2-TZVPD basis set) results for a cluster of 3 separate species, C5H16NO in total.

Output
Kohn-Sham gap, Ha: 0.1672
HOMO energy, Eh: -0.5217
E_LUMO, eV: -9.647
Charge: +1

Last column: natural (NBO) charge in e.
CARTESIAN COORDINATES (ANGSTROEM)
C 0.998 1.903 -0.533  -0.60
C 0.616 1.044 0.666  -0.42
C 0.979 -0.428 0.570  -0.17
C 2.455 -0.789 0.210  -0.60
C 0.110 -1.225 -0.477  -0.47
N -3.063 -0.753 1.122  -0.98
H 2.071 1.770 -0.711  0.22
H 0.464 1.491 -1.439  0.23
H 0.773 2.955 -0.366  0.25
H 1.232 1.419 1.477  0.26
H 0.732 -0.959 1.499  0.26
H 2.908 -1.271 1.050  0.25
H 2.448 -1.319 -0.739  0.23
H 2.997 0.147 0.014  0.24
H 0.235 -2.317 -0.431  0.30
H -0.989 -1.070 -0.274  0.36
H 0.570 -0.889 -1.413  0.29
H -3.679 -1.555 1.064  0.38
H -3.536 0.063 1.491  0.39
H -0.403 1.263 0.934  0.24
H -1.692 0.255 -2.267  0.49
H -2.765 -0.547 0.177  0.35
O -1.342 0.329 -1.350  -0.48


Sorted by energy, starting with the most stable: w, x.


w:
DFT (ωB97M-V with the def2-TZVPD basis set) results for a cluster of 3 separate species, C5H16NO in total.

Output
Kohn-Sham gap, Ha: 0.1838
HOMO energy, Eh: -0.5337
E_LUMO, eV: -9.520
Charge: +1

Last column: natural (NBO) charge in e.
CARTESIAN COORDINATES (ANGSTROEM)
C -1.947 -1.389 0.577  -0.63
C -0.544 -0.942 0.908  -0.22
C 0.507 -1.490 0.010  -0.42
C 1.828 -0.603 -0.330  -0.35
C 2.190 0.503 0.634  -0.63
N -1.039 1.818 -2.033  -0.84
H -1.952 -2.333 0.049  0.27
H -2.414 -0.637 -0.067  0.26
H -2.654 -1.495 1.405  0.26
H -0.287 -1.052 1.961  0.26
H 0.888 -2.433 0.416  0.30
H 0.114 -1.608 -0.988  0.24
H 2.608 -1.361 -0.373  0.23
H 1.703 -0.247 -1.349  0.22
H 2.021 0.125 1.636  0.21
H 3.189 0.861 0.380  0.25
H 1.604 1.412 0.502  0.22
H -0.925 1.978 -0.989  0.38
H -0.599 0.221 0.720  0.36
H -0.693 2.648 -2.517  0.38
H -2.035 1.886 -2.242  0.37
H -0.894 2.363 1.222  0.50
O -0.670 1.776 0.470  -0.59


x:
DFT (ωB97M-V with the def2-TZVPD basis set) results for a cluster of 2 separate species, C5H16NO in total.

Output
Kohn-Sham gap, Ha: 0.4168
HOMO energy, Eh: -0.5399
E_LUMO, eV: -3.351
Charge: +1

Last column: natural (NBO) charge in e.
CARTESIAN COORDINATES (ANGSTROEM)
C 0.949 1.193 -0.591  -0.21
C 0.715 0.575 0.792  -0.42
C -0.612 -0.199 0.888  -0.23
C -1.731 0.740 1.338  -0.62
C -0.434 -1.371 1.898  -0.60
N 1.849 0.289 -1.416  -0.67
H 0.023 1.271 -1.147  0.23
H 1.468 2.145 -0.540  0.23
H 1.588 -0.046 1.013  0.21
H 0.696 1.375 1.525  0.25
H -0.936 -0.648 -0.057  0.20
H -2.594 0.222 1.734  0.23
H -1.341 1.509 2.020  0.21
H -2.024 1.484 0.581  0.21
H -0.270 -2.287 1.404  0.21
H -1.348 -1.482 2.479  0.22
H 0.417 -1.177 2.546  0.21
H 1.382 -0.615 -1.528  0.46
H 2.748 0.151 -0.954  0.43
H 2.048 0.786 -2.281  0.45
H -1.303 -0.652 -3.086  0.49
H -0.777 -2.071 -3.450  0.50
O -0.513 -1.193 -3.169  -0.98


Sorted by energy, starting with the most stable: x, w.